Density functional theory data (ωB97M-V/def2-TZVPD) for a structure of composition C26H22FeN2O3 in a non-equilibrium geometry.

```
54
Properties=species:S:1:pos:R:3
C 0.26231 0.32780 -1.41975
C -0.71345 1.17083 -1.90396
N -1.57013 1.80440 -2.42011
C 1.58656 0.47052 -1.92720
C 2.55483 -0.59691 -1.97080
C 3.77176 -0.43852 -2.61569
C 4.11441 0.80291 -3.18816
N 5.31632 0.95677 -3.92739
O 5.55490 2.05926 -4.48018
O 6.08975 -0.02352 -4.02966
C 3.22102 1.89024 -3.08750
C 1.98244 1.72565 -2.48590
H -0.02684 -0.61949 -0.95659
H 2.32312 -1.56005 -1.49497
H 4.48675 -1.24759 -2.73590
H 3.52268 2.84078 -3.53000
H 1.29059 2.57521 -2.43831
C 3.25218 -5.05230 1.29238
O 3.25359 -3.72444 1.87448
C 2.13578 -2.94818 1.90013
C 2.29769 -1.66370 2.49253
C 1.32602 -0.70860 2.36081
C 0.13829 -0.95554 1.61142
C -0.72502 0.10873 1.26844
C -2.15894 -0.03440 1.04024
C -3.19974 -0.01078 2.09210
C -4.50063 -0.08411 1.48395
C -4.32446 -0.09579 0.04561
C -2.90697 -0.11118 -0.22396
Fe -3.43893 1.49281 0.83798
C -2.18387 2.99295 0.59314
C -2.73434 2.97762 1.94607
C -4.18436 3.04449 1.82697
C -4.52168 3.10341 0.41561
C -3.29067 3.07172 -0.34780
C -0.05520 -2.28368 1.11376
C 0.91294 -3.26662 1.25003
H 4.18576 -5.49737 1.64742
H 2.39294 -5.64861 1.63425
H 3.26141 -4.99946 0.19155
H 3.24403 -1.44301 2.98236
H 1.44814 0.27747 2.80430
H -0.32212 1.13010 1.38514
H -2.95731 -0.03677 3.15100
H -5.45096 -0.18900 2.01441
H -5.10411 -0.17878 -0.71035
H -2.45486 -0.32581 -1.18393
H -1.13118 3.05676 0.34522
H -2.16684 3.00263 2.88352
H -4.88544 3.14916 2.65477
H -5.51147 3.27514 0.00552
H -3.21915 3.19413 -1.42208
H -0.96945 -2.49936 0.55465
H 0.78190 -4.25792 0.80045
```

Lowest unoccupied orbital energy (spin up / spin down): 0.15457 / 0.15272 hartree
Spin multiplicity: 5
Frontier orbital gap (spin up / spin down): 2.707 / 4.201 eV
Net charge: -2
E_HOMO (spin up / spin down): 1.4993 / -0.0456 eV